120
Properties=species:S:1:pos:R:3 method="wB97M-V/def2-TZVPD" smiles=C#Cc1c(Cl)c2c(c(C#C)c1CCCI)Sc1c(F)c(I)c(COc3cc(C)ccc3C(C)C)c(Br)c1N2CCCS.CCCC#N.CCCC#N.CCCC#N.CCCC#N orbital_gap_ev=7.4 energy_ev=-184381.6280 e_homo_ev=-7.93
C -6.135 -4.247 2.353
C -5.794 -3.404 1.406
C -5.126 -2.192 0.571
C -4.160 -2.509 -0.661
Cl -3.865 -4.270 -1.028
C -3.512 -1.302 -1.495
C -3.911 0.141 -1.020
C -4.860 0.501 0.185
C -5.166 2.052 0.525
C -5.645 3.282 0.396
C -5.466 -0.703 1.019
C -6.392 -0.325 2.277
C -7.743 0.458 1.856
C -8.936 -0.638 1.785
I -8.944 -1.386 -0.304
S -3.189 1.596 -1.956
C -1.581 0.865 -2.602
C -0.399 1.869 -2.842
F -0.606 3.257 -2.544
C 0.994 1.330 -3.362
I 2.591 2.785 -3.595
C 1.088 -0.218 -3.659
C 2.465 -0.858 -4.244
O 2.206 -1.390 -5.603
C 2.878 -0.580 -6.594
C 2.506 0.939 -6.766
C 3.205 1.942 -7.784
C 2.732 3.482 -7.788
C 4.337 1.357 -8.736
C 4.717 -0.174 -8.624
C 4.020 -1.135 -7.564
C 4.483 -2.678 -7.540
C 5.937 -2.868 -6.862
C 4.466 -3.179 -9.107
C -0.121 -1.241 -3.413
Br 0.116 -3.197 -3.800
C -1.524 -0.703 -2.849
N -2.592 -1.673 -2.586
C -3.237 -2.274 -3.778
C -3.121 -1.478 -5.167
C -4.180 -0.215 -5.254
S -5.429 -0.483 -6.647
H -6.568 -4.999 3.104
H -5.861 4.418 0.334
H -5.729 0.321 2.989
H -6.613 -1.293 2.883
H -7.613 0.895 0.797
H -7.924 1.317 2.598
H -9.926 -0.105 2.013
H -8.743 -1.556 2.452
H 2.733 -1.781 -3.600
H 3.320 -0.089 -4.228
H 1.667 1.357 -6.106
H 3.666 4.177 -7.709
H 2.027 3.766 -8.648
H 2.161 3.647 -6.783
H 4.881 2.016 -9.516
H 5.516 -0.596 -9.340
H 3.652 -3.309 -7.022
H 6.334 -3.920 -7.102
H 6.695 -2.090 -7.242
H 5.817 -2.796 -5.716
H 4.105 -4.277 -9.207
H 5.494 -3.053 -9.619
H 3.682 -2.524 -9.661
H -2.871 -3.366 -3.947
H -4.378 -2.369 -3.546
H -2.058 -1.190 -5.495
H -3.504 -2.216 -5.989
H -4.752 -0.251 -4.238
H -3.607 0.769 -5.415
H -5.085 -1.613 -7.381
C -2.853 2.032 5.112
C -1.664 1.082 5.196
C -1.613 0.082 4.041
C -2.765 -0.827 4.041
N -3.678 -1.530 4.039
H -3.803 1.492 5.171
H -2.826 2.744 5.941
H -2.837 2.598 4.176
H -1.694 0.551 6.154
H -0.743 1.674 5.188
H -0.694 -0.508 4.124
H -1.562 0.617 3.087
C 3.012 -0.409 2.759
C 2.975 0.999 2.178
C 3.243 2.085 3.221
C 2.207 2.126 4.259
N 1.396 2.146 5.077
H 2.234 -0.552 3.515
H 2.846 -1.147 1.970
H 3.981 -0.617 3.221
H 2.004 1.166 1.700
H 3.734 1.073 1.392
H 3.282 3.057 2.719
H 4.223 1.926 3.680
C -0.411 -1.412 9.806
C -1.443 -2.303 9.127
C -0.816 -3.347 8.202
C -0.109 -2.735 7.071
N 0.453 -2.249 6.191
H 0.159 -0.830 9.076
H -0.906 -0.706 10.478
H 0.293 -2.006 10.396
H -2.147 -1.678 8.567
H -2.021 -2.821 9.900
H -1.607 -3.999 7.816
H -0.130 -3.984 8.769
C 7.786 5.032 6.101
C 7.039 3.718 6.294
C 7.132 2.792 5.081
C 6.493 3.367 3.892
N 5.999 3.828 2.959
H 7.368 5.614 5.275
H 7.715 5.642 7.005
H 8.845 4.853 5.895
H 5.990 3.931 6.526
H 7.459 3.201 7.163
H 6.645 1.841 5.322
H 8.181 2.565 4.865